Record 1
Below is a molecular structure, C3H7FN2S, with properties calculated with wB97M-V/def2-TZVPD.

Results
largest force on an atom	5.5	eV/A
lowest unoccupied orbital energy	0.02493	Eh
charge	0
gap between HOMO and LUMO	0.3288	Ha

Each line ends with the natural charge from an NBO analysis.
Cartesian coordinates (Å):
C: -0.574 0.478 -0.166  0.4268
C: 0.840 0.526 -0.477  -0.5118
C: 1.698 -0.492 0.370  0.0709
H: -2.940 0.182 1.060  0.2044
H: -0.599 -1.663 -0.357  0.4122
H: -0.961 2.330 0.234  0.3445
H: 0.823 0.262 -1.448  0.2410
H: 1.485 1.464 -0.401  0.2320
H: 2.680 -0.185 0.058  0.1646
H: 1.489 -0.603 1.385  0.1835
N: -1.098 -0.853 -0.215  -0.7588
N: -1.498 1.414 0.113  -0.7270
F: 1.478 -1.745 -0.079  -0.3693
S: -2.822 -1.114 -0.077  0.0870

Force components x, y, z for each atom (eV/Å):
-5.34 0.06 1.40
2.44 1.12 4.00
-0.61 1.52 -2.86
0.33 -2.81 -2.55
1.65 -1.60 -0.22
-0.99 -1.42 -0.30
0.86 -1.21 -3.51
-1.78 -0.56 0.05
0.93 -0.29 0.73
-0.10 1.03 1.90
-2.18 3.70 0.24
3.95 -0.35 -0.28
-0.01 -2.12 -1.06
0.86 2.92 2.46



Record 2
Below is a single C4H7NO2 molecule, with properties calculated with wB97M-V/def2-TZVPD.

Results
largest force on an atom	0.5	eV/A
lowest unoccupied orbital energy	0.01363	Eh
charge	0
gap between HOMO and LUMO	0.3437	Ha

Each line ends with the natural charge from an NBO analysis.
Cartesian coordinates (Å):
C: 1.409 0.176 0.624  -0.6370
C: 0.491 -0.415 -1.975  0.1423
C: 0.028 -0.398 1.001  -0.2205
N: -1.161 0.151 0.337  -0.6308
C: -1.377 0.629 -0.907  0.8745
O: -2.411 1.056 -1.340  -0.5745
O: -0.213 0.663 -1.722  -0.5055
H: 1.365 1.219 0.301  0.2286
H: 1.932 -0.385 -0.158  0.2303
H: 2.039 0.130 1.516  0.2258
H: -0.011 -1.258 -1.420  0.0464
H: -0.141 -0.193 2.060  0.2087
H: 0.035 -1.489 0.882  0.1964
H: -2.018 0.130 0.873  0.4152

Force components x, y, z for each atom (eV/Å):
-0.05 0.04 0.12
-0.34 0.03 0.00
0.18 -0.04 0.11
-0.09 0.13 -0.15
-0.29 0.06 0.11
0.46 -0.20 0.14
0.20 -0.17 -0.17
-0.10 -0.13 0.12
-0.24 0.08 0.07
-0.05 -0.02 -0.10
0.08 0.10 -0.16
0.02 -0.05 -0.08
0.04 0.17 0.06
0.16 0.00 -0.06



Which of these has the lowest gap between HOMO and LUMO? C3H7FN2S



Number 2 is which compound? C4H7NO2